18
Properties=species:S:1:pos:R:3:forces:R:3 method="wB97M-V/def2-TZVPD" e_lumo_ha=0.0390 smiles="C[C@]12C[C@H]1CC=NN2" de_lowest_kj_mol=220.5 e_tot_ha=-344.0527 max_force_ha_per_bohr=0.04603 homo_lumo_gap_ev=9.225
C -1.023594 -0.218545 1.889608 1.5 -1.8 0.2
C -0.127623 -0.183360 0.664647 -1.0 0.8 1.1
C 0.978788 0.799447 0.600062 1.0 1.5 0.9
C -0.270086 0.977253 -0.255667 1.1 -1.2 -0.7
C -0.208151 0.517250 -1.690190 0.8 1.0 -1.5
C 0.910709 -0.482442 -1.838635 -1.0 -1.2 0.2
N 0.896085 -1.461903 -1.013396 1.2 -0.4 -1.1
N 0.009496 -1.434065 0.016553 -0.4 0.0 -1.4
H -1.334830 0.755413 2.157558 -0.1 1.0 0.5
H -1.901059 -0.796805 1.660388 -0.5 -0.3 -0.1
H -0.488545 -0.740464 2.741433 -0.6 0.7 -0.7
H 1.043348 1.477186 1.494910 0.2 -0.8 -1.0
H 1.960057 0.540834 0.109652 -1.3 0.4 0.7
H -1.026208 1.687251 -0.086191 -0.6 1.0 0.6
H -0.146254 1.322232 -2.454760 0.3 -0.1 0.7
H -1.163825 0.053446 -1.924727 -0.1 -0.5 0.0
H 1.644360 -0.614512 -2.652977 -0.6 0.6 0.4
H 0.247334 -2.198214 0.581733 0.2 -0.9 1.3

61
Properties=species:S:1:pos:R:3:forces:R:3 method="wB97M-V/def2-TZVPD" e_lumo_ha="0.1495 / 0.1498" total_charge=-2 de_lowest_kj_mol=221.2 multiplicity=5 e_tot_ha=-12385.4636 max_force_ha_per_bohr=0.15193 homo_lumo_gap_ev="4.335 / 4.617"
Fe 1.329678 -0.803565 1.286561 -2.9 -4.0 -6.1
Se 2.305193 4.460443 3.607805 -0.6 0.3 -0.3
Sb 2.944824 2.155931 4.071216 1.2 2.4 2.5
Se 1.978052 0.417405 2.631405 1.9 4.2 4.7
Se 1.244065 -2.445073 2.611694 -0.1 -2.5 1.6
Se 5.355722 2.400842 3.844163 0.7 -0.5 -0.3
C 0.799083 -1.830341 -0.460444 -0.7 0.4 -1.1
Si -0.860635 -1.097020 -0.890650 0.9 -0.3 0.8
C -1.768435 -0.623239 0.754105 -0.1 -0.2 -0.3
N -0.900667 0.210227 1.595021 -0.1 0.0 0.0
C -0.774885 1.588036 1.064139 0.5 0.2 -0.4
C -0.889906 2.653620 2.142658 0.0 -0.3 -0.1
C -2.256847 2.553866 2.807065 0.0 0.1 0.0
C -2.508819 1.127062 3.326669 0.0 -0.2 -0.2
C -1.316519 0.228960 3.008414 0.2 -0.3 0.4
C -1.875309 -2.353273 -1.857518 0.0 0.4 0.1
C -1.808391 -2.363262 -3.245053 -0.1 0.1 -0.2
C -2.397533 -3.373301 -3.982445 0.0 0.0 -0.2
C -3.048397 -4.410897 -3.335756 -0.1 -0.2 -0.1
C -3.101426 -4.432492 -1.951589 -0.1 -0.1 0.0
C -2.514596 -3.410958 -1.226868 -0.2 0.0 0.2
C -0.739297 0.474627 -1.943347 -0.1 -0.5 0.0
C -1.841970 0.895503 -2.678978 -0.1 0.0 0.1
C -1.791688 2.042897 -3.447919 -0.2 0.2 -0.2
C -0.630886 2.796362 -3.488740 0.0 0.2 -0.1
C 0.475093 2.397038 -2.759728 0.0 0.1 0.0
C 0.418554 1.239365 -2.006571 0.3 -0.1 0.1
H 1.541385 -1.704815 -1.271255 -0.3 0.2 0.2
H 0.714865 -2.914555 -0.291693 -0.1 0.4 0.2
H -1.980239 -1.536832 1.324676 0.1 0.0 -0.2
H -2.736557 -0.120757 0.583328 0.0 -0.1 -0.1
H -1.547834 1.755574 0.299369 0.0 0.0 0.1
H 0.199414 1.681000 0.548403 -0.4 0.1 0.3
H -0.757876 3.637998 1.694155 0.1 0.0 0.0
H -0.081207 2.528682 2.869426 -0.1 0.2 -0.1
H -3.023894 2.817157 2.069417 0.0 0.1 0.1
H -2.302990 3.282405 3.615699 -0.1 0.1 0.1
H -3.427206 0.711841 2.897020 0.0 0.0 0.0
H -2.627858 1.122292 4.412861 -0.1 0.0 0.0
H -1.496764 -0.804446 3.328917 0.1 0.2 -0.2
H -0.463083 0.579202 3.606032 -0.2 -0.2 -0.2
H -1.285873 -1.561012 -3.749509 0.0 0.0 -0.1
H -2.345090 -3.350415 -5.064848 0.0 0.0 0.0
H -3.502552 -5.208680 -3.909181 0.0 0.0 0.0
H -3.596436 -5.246872 -1.437230 0.0 0.0 0.0
H -2.548468 -3.438767 -0.145418 0.0 0.0 0.1
H -2.754255 0.311427 -2.648743 -0.1 0.0 0.0
H -2.665902 2.357334 -4.006727 0.0 0.0 0.0
H -0.591139 3.701726 -4.079380 0.0 0.1 0.0
H 1.373632 2.995916 -2.764922 0.1 0.0 0.0
H 1.296445 0.933728 -1.448068 0.0 -0.1 0.0
C 4.889539 -0.779257 1.602560 -0.3 -0.4 0.5
C 4.273432 -0.326646 0.329990 -1.0 -0.1 0.0
C 5.186808 0.156391 -0.758324 -0.2 0.0 -0.1
O 3.050963 -0.301021 0.145201 1.8 0.0 -0.7
H 5.753273 -1.419254 1.430307 0.1 0.0 -0.2
H 4.156865 -1.324429 2.218367 0.3 0.3 -0.2
H 5.237607 0.101594 2.169294 -0.1 0.0 0.0
H 6.065066 -0.479875 -0.832105 0.1 0.0 0.0
H 5.512684 1.164933 -0.501571 0.1 0.1 0.1
H 4.659188 0.179668 -1.711359 0.0 0.0 0.1

67
Properties=species:S:1:pos:R:3:forces:R:3 method="wB97M-V/def2-TZVPD" e_lumo_ha="-0.1142 / -0.1193" total_charge=+1 de_lowest_kj_mol=72.4 multiplicity=2 e_tot_ha=-2383.4563 max_force_ha_per_bohr=0.04476 homo_lumo_gap_ev="6.949 / 6.710"
Re 0.086602 0.343895 -0.057714 0.9 -1.4 1.5
N 2.478970 1.082584 -3.850033 0.0 0.0 0.0
C 1.919837 1.031848 -2.614154 -0.4 -0.3 0.1
S 0.839767 -0.314659 -2.296592 -0.1 0.2 0.3
N 2.162801 1.977907 -1.780348 0.4 0.3 -0.1
N 1.518735 1.898541 -0.548534 -0.2 0.0 -0.1
C 1.907769 2.847154 0.239284 0.1 0.1 -0.2
C 1.459971 3.095782 1.573534 -0.1 -0.1 0.1
C 2.188064 3.997563 2.368920 0.0 -0.1 -0.1
C 1.844089 4.220494 3.679222 0.0 0.0 0.1
C 0.754332 3.531035 4.220098 0.1 0.0 0.0
C -0.004371 2.686060 3.440876 -0.2 -0.2 -0.1
C 0.318455 2.468345 2.095561 0.1 0.5 0.2
O -0.485206 1.713654 1.353518 0.2 -0.8 -0.8
H 2.439777 0.270739 -4.438648 0.0 0.0 0.0
H 3.210446 1.754837 -4.009833 0.0 0.0 0.0
H 2.671537 3.505302 -0.165629 0.0 0.0 0.0
H 3.044491 4.497590 1.931584 0.0 0.0 0.0
H 2.407888 4.915409 4.285418 0.0 0.0 0.0
H 0.503931 3.659230 5.265314 0.0 0.0 0.0
H -0.860688 2.162992 3.847512 0.0 0.0 0.0
S 2.145380 -3.253287 2.129145 -0.1 0.2 -0.1
C 3.398786 -2.652719 1.083679 -0.1 0.0 0.0
C 4.654217 -3.196221 0.833090 0.0 0.0 0.0
C 5.474966 -2.538054 -0.061697 0.0 0.0 0.1
C 5.062791 -1.350881 -0.676148 0.0 0.0 0.0
C 3.812850 -0.819858 -0.435700 -0.1 0.1 0.0
C 2.968703 -1.485263 0.450315 0.2 0.1 -0.2
N 1.680785 -1.107708 0.805236 -1.7 1.0 -0.9
C 1.131709 -1.932839 1.658347 0.4 -0.3 0.3
C -0.213047 -1.736044 2.137760 -0.2 -0.2 0.2
C -0.724654 -2.469612 3.213582 0.1 -0.1 0.0
C -2.011152 -2.249269 3.651703 0.0 0.0 0.0
C -2.766570 -1.251489 3.035122 0.1 0.0 -0.1
C -2.246510 -0.533980 1.972052 -0.2 0.0 0.0
C -0.967666 -0.773598 1.473351 0.3 0.4 -0.1
H 4.970676 -4.108959 1.319396 0.0 0.0 0.0
H 6.449458 -2.950344 -0.285797 0.0 0.0 0.0
H 5.741466 -0.846317 -1.350867 0.0 0.0 0.0
H 3.475338 0.086445 -0.919979 0.1 0.0 0.1
H -0.097845 -3.207484 3.702194 -0.1 0.0 0.0
H -2.424839 -2.833984 4.461477 0.0 0.0 0.0
H -3.772415 -1.041318 3.376492 0.0 0.0 0.0
H -2.871978 0.226539 1.520640 0.0 0.0 0.0
C -4.140733 0.870995 -3.375359 -0.2 -0.1 -0.2
N -3.197645 1.428996 -2.369167 -0.1 0.0 0.0
C -1.850261 1.609746 -2.968962 0.2 0.0 -0.1
C -3.157602 0.620908 -1.078762 0.2 -0.4 0.2
C -2.640357 -0.785428 -1.213581 0.0 0.1 -0.1
C -3.514873 -1.773307 -1.679623 0.0 0.0 0.0
C -3.100745 -3.079479 -1.837603 0.0 -0.1 -0.1
C -1.791999 -3.412688 -1.505955 0.0 0.1 0.1
C -0.946141 -2.453497 -0.979406 -0.1 -0.1 -0.1
C -1.341830 -1.121442 -0.796270 0.4 0.4 -0.5
H -4.290733 1.596881 -4.170934 0.1 0.1 0.0
H -5.095217 0.648672 -2.905530 0.0 0.0 0.1
H -3.715412 -0.039507 -3.787556 0.0 0.0 0.1
H -3.541299 2.349872 -2.098010 0.0 0.0 0.0
H -1.413532 0.632992 -3.160336 -0.1 0.0 0.0
H -1.206857 2.150492 -2.275946 -0.1 0.0 0.1
H -1.930593 2.166328 -3.900134 -0.1 0.1 0.0
H -4.177120 0.617338 -0.692032 0.0 0.2 0.0
H -2.512044 1.181674 -0.397699 -0.1 0.2 0.0
H -4.544482 -1.514873 -1.905239 0.0 0.0 0.0
H -3.782977 -3.831326 -2.210670 0.0 0.0 0.0
H -1.439622 -4.428373 -1.632021 0.0 0.0 0.0
H 0.054425 -2.755030 -0.691957 0.0 0.0 0.0

31
Properties=species:S:1:pos:R:3:forces:R:3 method="wB97M-V/def2-TZVPD" e_lumo_ha=-0.3611 total_charge=+2 de_lowest_kj_mol=0.0 e_tot_ha=-2034.1567 max_force_ha_per_bohr=0.15374 homo_lumo_gap_ev=6.520
Cl -0.996477 2.478173 -1.139032 1.1 1.1 -1.4
C -0.774034 -1.440659 -1.558582 0.0 0.1 -1.0
C 0.578079 -1.626642 -1.188896 0.3 -0.4 -0.5
C 1.398381 -0.670434 -1.890655 -2.4 -0.4 -0.2
H 0.958871 -2.483966 -0.609096 -0.2 0.9 -0.1
C 0.524758 0.084509 -2.767378 -0.9 -1.3 0.8
C -0.838695 -0.359166 -2.523294 2.5 -1.1 0.5
H -1.695590 -0.083006 -3.098173 -0.4 0.5 0.0
H -1.608577 -2.134114 -1.336842 0.6 0.8 0.2
H 2.453155 -0.679717 -1.891255 1.0 0.2 0.0
C 0.932308 1.083459 -3.757447 -0.3 0.8 -0.1
Ti -0.025302 0.519464 -0.540186 -4.1 -1.1 1.7
C 1.762835 1.482970 -0.217658 7.0 3.6 -0.2
O 2.764294 2.072154 -0.222300 -4.8 -2.8 0.2
C -1.891977 1.264071 0.521993 -3.4 -1.9 2.3
O -2.908458 1.388168 1.049724 2.9 0.3 -1.7
H 1.798715 1.647491 -3.421340 0.1 0.0 -0.2
H 0.099408 1.769366 -3.907863 0.1 0.2 -0.2
H 1.150995 0.618027 -4.718385 0.1 -0.1 0.0
C 0.060449 1.444611 2.858712 0.0 0.0 -0.4
C -0.174366 0.013465 2.546318 -0.1 0.0 1.1
N -0.253542 -0.631246 1.394788 0.5 -0.1 -0.8
C -0.566989 -1.968406 1.721732 0.2 0.3 0.2
C -0.642653 -2.079588 3.067473 0.0 0.8 -0.3
N -0.414295 -0.808714 3.576449 0.0 -0.6 -0.4
H -0.934099 1.901367 3.067892 0.9 0.1 0.0
H 0.727870 1.445845 3.743363 -0.4 0.6 -0.5
H 0.570535 1.937919 2.008889 -0.3 0.1 0.6
H -0.752675 -2.760953 1.014467 0.2 0.2 -0.1
H -0.834574 -2.928430 3.671330 -0.2 -0.5 0.4
H -0.468341 -0.496015 4.545243 0.1 -0.4 -0.3